*P*
Molecular formula: C5H13NO
Method: DFT, ωB97M-V with the def2-TZVPD basis set

Atoms and positions in Å:
H (0.00, -1.02, -1.34)
H (1.34, -2.10, -1.31)
H (-0.39, 0.89, 3.68)
C (0.95, 0.68, 0.45)
O (-2.16, -2.91, -5.32)
H (2.57, -0.63, 0.28)
H (1.49, 1.17, 1.29)
C (-0.67, 1.97, 1.86)
C (-0.59, 1.84, 3.19)
N (0.97, -1.18, -1.13)
H (-0.80, 2.95, 1.39)
H (-0.30, 2.80, 3.63)
H (1.17, -1.43, 0.92)
C (-0.53, 0.81, 0.97)
H (1.11, 1.41, -0.36)
H (-1.26, -2.64, -5.48)
H (-0.80, -0.11, 1.56)
H (-1.11, 0.97, 0.00)
H (-2.46, -2.77, -4.42)
C (1.47, -0.69, 0.16)

The value obtained for the HOMO-LUMO gap is 9.669 eV. Its multiplicity is 1. For the HOMO energy, the calculation gives -9.03 eV. Its LUMO energy is 0.64 eV.

***

*Q*
Molecular formula: C5H13NO
Method: DFT, ωB97M-V with the def2-TZVPD basis set

Atoms and positions in Å:
H (-0.41, 0.38, 0.75)
C (-0.45, -2.01, 1.45)
H (-1.12, -1.47, 2.12)
C (0.14, 1.10, -1.78)
H (-1.79, 1.12, 1.56)
H (0.94, 2.98, -1.87)
H (-1.07, -2.43, 0.66)
C (-1.35, 1.17, 0.57)
H (-1.99, 0.67, -0.14)
C (0.58, -1.07, 0.88)
H (-1.25, 2.21, 0.28)
C (1.09, -1.25, -0.39)
H (0.69, -2.04, -1.02)
H (2.13, -1.05, -0.59)
H (0.02, -2.81, 2.01)
O (-0.75, 1.20, -2.58)
H (0.52, 0.01, -1.29)
N (1.05, 2.05, -1.48)
H (1.75, 1.90, -0.78)
H (1.25, -0.65, 1.62)

The value obtained for the HOMO-LUMO gap is 9.054 eV. Its multiplicity is 1. For the HOMO energy, the calculation gives -8.36 eV. Its LUMO energy is 0.70 eV.

***

*R*
Molecular formula: C5H13NO
Method: DFT, ωB97M-V with the def2-TZVPD basis set

Atoms and positions in Å:
H (0.52, -1.29, 0.06)
H (2.95, -0.25, 0.58)
H (3.55, 1.85, -0.63)
H (0.44, 0.41, -0.88)
H (0.33, 1.22, 1.71)
H (-1.74, 0.25, 0.93)
C (2.47, 1.69, -0.24)
H (1.98, 1.47, -1.18)
H (2.96, 0.82, 1.74)
H (-2.38, -1.83, 0.34)
H (0.88, -0.43, 2.06)
H (-2.64, -0.28, -1.73)
C (-1.87, -1.25, -0.44)
N (-1.25, -0.04, 0.08)
H (-1.24, -1.91, -1.06)
C (0.88, 0.37, 1.31)
C (0.21, -0.24, 0.03)
H (2.15, 2.67, 0.04)
O (-2.93, -1.22, -1.46)
C (2.37, 0.65, 0.87)

The value obtained for the HOMO-LUMO gap is 10.233 eV. Its multiplicity is 1. For the HOMO energy, the calculation gives -9.18 eV. Its LUMO energy is 1.05 eV.

***

Most stable one: *P*, least stable one: *Q*.

***

*P*
Molecular formula: C5H13NO
Method: DFT, ωB97M-V with the def2-TZVPD basis set

Atoms and positions in Å:
H (1.02, 2.59, 2.41)
C (-0.19, -1.39, -0.55)
H (-0.33, -2.00, 0.34)
H (-0.49, 1.76, 2.05)
C (0.57, 1.61, 2.24)
C (-0.51, -2.11, -1.85)
H (0.86, -1.10, -0.63)
H (-0.45, -1.38, -2.67)
N (1.23, 0.94, 1.11)
O (-0.63, 0.88, -1.28)
H (0.11, -2.97, -2.04)
C (-1.00, -0.08, -0.42)
H (-2.05, -0.39, -0.61)
H (-1.58, -2.36, -1.89)
C (0.77, 1.29, -0.14)
H (1.48, 1.16, -0.94)
H (-1.06, 0.28, 0.63)
H (0.70, 1.03, 3.14)
H (1.14, -0.07, 1.26)
H (0.41, 2.31, -0.15)

The value obtained for the HOMO-LUMO gap is 9.944 eV. Its multiplicity is 1. For the HOMO energy, the calculation gives -9.01 eV. Its LUMO energy is 0.94 eV.

***

*Q*
Molecular formula: C5H13NO
Method: DFT, ωB97M-V with the def2-TZVPD basis set

Atoms and positions in Å:
H (0.55, -3.57, 0.49)
H (-1.69, 1.33, -1.40)
H (1.24, -2.52, -1.63)
H (2.13, -3.13, 0.90)
C (0.31, 1.25, -1.67)
O (-1.90, 0.62, 1.25)
N (0.14, 1.53, 1.20)
H (0.93, 0.61, -2.31)
C (1.19, -2.71, 0.57)
H (0.06, 2.06, -2.35)
H (1.09, 1.68, -1.07)
H (-1.24, -0.31, -1.11)
C (-0.94, 0.71, -0.91)
H (-0.02, 1.79, 2.16)
C (1.41, -1.94, -0.72)
H (0.89, -2.08, 1.40)
H (0.94, 1.85, 0.70)
H (0.89, -0.99, -0.70)
H (2.46, -1.66, -0.89)
C (-0.94, 0.97, 0.58)

The value obtained for the HOMO-LUMO gap is 10.595 eV. Its multiplicity is 1. For the HOMO energy, the calculation gives -9.73 eV. Its LUMO energy is 0.86 eV.

***

*R*
Molecular formula: C5H13NO
Method: DFT, ωB97M-V with the def2-TZVPD basis set

Atoms and positions in Å:
C (-2.28, -0.16, 0.75)
H (0.47, -1.82, 1.63)
C (1.05, 0.95, -0.35)
H (-0.22, 0.83, -2.02)
N (-1.45, -1.22, 1.16)
H (2.29, -0.69, -0.80)
H (0.69, 2.22, -2.10)
C (0.75, 1.21, -1.78)
H (1.92, 1.52, -0.01)
H (-2.12, 0.70, 1.45)
C (-0.05, -0.91, 1.31)
H (-1.16, -1.82, 0.37)
H (1.44, 0.64, -2.38)
H (-3.32, -0.50, 0.59)
H (0.08, -0.05, 1.93)
H (0.19, 1.21, 0.27)
H (1.92, -0.34, 0.88)
C (1.38, -0.51, -0.16)
H (-2.00, 0.22, -0.23)
O (0.41, -1.45, -0.51)

The value obtained for the HOMO-LUMO gap is 9.004 eV. Its multiplicity is 1. For the HOMO energy, the calculation gives -8.88 eV. Its LUMO energy is 0.12 eV.

***

Most stable one: *Q*, least stable one: *R*.

***

*P*
Molecular formula: C5H13NO
Method: DFT, ωB97M-V with the def2-TZVPD basis set

Atoms and positions in Å:
C (-0.35, 0.21, 0.88)
O (0.98, -2.89, 1.34)
H (-0.42, -0.81, 0.78)
C (1.10, 0.71, 0.68)
H (-2.33, 0.70, -1.97)
H (1.73, 0.05, 1.33)
H (-2.44, -0.70, -0.66)
N (0.00, 0.58, -1.38)
H (1.87, 1.64, -1.23)
H (-0.66, 0.46, 1.88)
C (1.41, 0.74, -0.84)
C (-2.31, 0.42, -0.81)
H (1.65, -3.60, 1.56)
C (-1.01, 0.96, -0.27)
H (1.98, -0.25, -1.09)
H (-3.15, 1.04, -0.37)
H (-0.20, 1.21, -2.15)
H (1.31, 1.80, 0.95)
H (-0.81, 2.07, -0.10)
H (0.57, -2.78, 2.16)

The value obtained for the HOMO-LUMO gap is 9.156 eV. Its multiplicity is 1. For the HOMO energy, the calculation gives -8.40 eV. Its LUMO energy is 0.76 eV.

***

*Q*
Molecular formula: C5H13NO
Method: DFT, ωB97M-V with the def2-TZVPD basis set

Atoms and positions in Å:
H (0.66, -0.91, -2.49)
H (-2.03, -1.60, -1.66)
H (-1.60, 1.28, -1.21)
O (1.29, -0.88, 1.91)
H (-0.08, -2.63, -1.89)
H (-2.57, 0.47, -2.40)
C (-1.55, 0.40, -1.90)
H (3.07, 0.25, 2.55)
C (1.16, 0.30, 2.21)
H (-0.91, 0.77, 2.26)
H (0.95, -1.51, -0.89)
C (-0.06, 1.18, 1.73)
N (2.34, 0.89, 2.52)
H (-1.23, -1.12, -0.21)
H (-0.15, 0.85, 0.61)
C (-1.21, -0.92, -1.25)
H (2.49, 1.82, 2.66)
H (-0.01, 2.25, 1.77)
H (-0.72, 0.65, -2.61)
C (0.16, -1.52, -1.72)

The value obtained for the HOMO-LUMO gap is 10.661 eV. Its multiplicity is 1. For the HOMO energy, the calculation gives -9.82 eV. Its LUMO energy is 0.84 eV.

***

*R*
Molecular formula: C5H13NO
Method: DFT, ωB97M-V with the def2-TZVPD basis set

Atoms and positions in Å:
H (0.33, -1.14, 1.55)
C (0.53, 0.08, -0.67)
H (-1.31, 2.96, 0.24)
H (-0.89, -3.77, 0.76)
H (2.03, 1.37, -0.03)
H (1.37, -0.14, -2.78)
H (-0.82, -1.44, -1.26)
C (0.73, 0.54, -2.14)
C (-0.12, -3.01, 0.87)
H (-0.20, 0.66, -2.67)
H (0.45, -3.37, 1.73)
H (1.26, 1.48, -2.11)
C (-0.50, -1.49, 0.95)
H (1.18, 0.73, 1.12)
N (1.50, 0.53, 0.18)
H (-1.53, -1.27, 1.22)
C (-0.39, -0.90, -0.44)
H (0.43, -3.13, -0.06)
H (-1.33, 4.35, 0.98)
O (-1.57, 3.42, 1.04)

The value obtained for the HOMO-LUMO gap is 8.568 eV. Its multiplicity is 1. For the HOMO energy, the calculation gives -7.87 eV. Its LUMO energy is 0.69 eV.

***

Most stable one: *Q*, least stable one: *P*.

***

*P*
Molecular formula: C18H21N3O3
Method: DFT, ωB97M-V with the def2-TZVPD basis set

Atoms and positions in Å:
O (-1.11, -1.22, -1.67)
C (1.12, 1.23, -1.34)
H (4.01, 2.46, 0.90)
H (-3.86, 0.17, 1.80)
C (1.90, 2.15, 0.74)
H (1.13, -1.71, -1.26)
N (-0.87, -2.23, 0.36)
C (2.42, 1.21, -1.81)
H (2.67, -1.27, 2.39)
H (-2.94, 2.45, 1.00)
C (-2.91, 2.14, -0.05)
C (3.20, 2.13, 0.27)
C (4.78, -1.17, -0.09)
H (-3.14, -3.27, -0.62)
H (-3.52, -1.83, -1.56)
C (2.66, -1.50, 0.23)
H (5.67, -1.09, -0.69)
C (-0.53, 1.84, 0.51)
C (-3.36, -0.15, 0.89)
C (3.21, -1.28, 1.47)
N (0.43, -2.01, 0.69)
N (-1.52, 1.99, -0.40)
H (0.33, 0.83, -1.95)
C (-3.69, 0.83, -0.23)
C (4.59, -1.06, 1.26)
H (-1.39, -2.58, 1.16)
C (1.32, -1.75, -0.19)
H (-4.76, 1.04, -0.25)
H (-2.29, -0.11, 1.09)
H (-1.31, 1.86, -1.38)
C (-3.77, -1.59, 0.59)
H (2.62, 0.83, -2.79)
H (-3.41, 0.41, -1.20)
O (-0.73, 1.87, 1.71)
C (-3.05, -2.18, -0.64)
O (3.63, -1.43, -0.72)
H (-4.85, -1.64, 0.41)
C (-1.58, -1.81, -0.72)
H (-3.34, 2.93, -0.67)
H (1.67, 2.50, 1.74)
H (4.47, 1.67, -1.39)
H (-3.56, -2.20, 1.47)
C (3.46, 1.67, -1.01)
H (5.33, -0.86, 2.00)
C (0.85, 1.72, -0.06)

The value obtained for the HOMO-LUMO gap is 8.674 eV. Its multiplicity is 1. For the HOMO energy, the calculation gives -8.07 eV. Its LUMO energy is 0.61 eV.

***

*Q*
Molecular formula: C18H21N3O3
Method: DFT, ωB97M-V with the def2-TZVPD basis set

Atoms and positions in Å:
O (-3.20, 1.43, -0.65)
H (0.25, 2.19, 1.70)
H (-0.34, -4.47, 1.39)
H (2.34, 3.69, 1.23)
H (2.86, 4.63, -0.22)
C (-3.37, -1.39, -3.98)
H (-0.69, 2.52, -1.16)
H (3.88, -2.92, 2.37)
C (-0.20, 1.75, 0.80)
C (1.24, -1.52, 1.43)
H (-3.30, -3.55, -4.00)
C (-1.10, -2.62, 0.51)
C (-1.64, 1.28, 1.07)
C (-0.88, -1.26, 0.24)
H (-2.00, -3.15, 0.17)
N (1.25, 3.31, -0.60)
C (2.00, 0.97, 0.00)
H (2.40, 0.03, -0.48)
H (1.48, 1.76, -2.00)
C (1.05, -2.85, 1.68)
C (2.00, 4.20, 0.30)
H (-1.68, 0.56, 1.90)
C (-2.52, -1.10, -1.80)
H (2.13, -0.97, 1.81)
O (1.91, -3.68, 2.37)
H (-0.71, 3.78, 0.15)
H (-3.18, 0.67, -3.00)
N (0.67, 0.61, 0.46)
C (3.03, -3.12, 3.07)
H (3.02, 2.35, -1.35)
N (-2.28, 0.70, -0.14)
C (-1.94, -0.49, -0.58)
H (-3.78, -1.18, -4.97)
C (-0.14, -3.40, 1.21)
C (-3.05, -0.41, -2.91)
C (1.98, 2.10, -1.09)
H (1.38, 5.00, 0.63)
H (2.66, 1.30, 0.81)
C (-3.07, -2.61, -3.48)
C (-0.18, 2.92, -0.25)
H (2.81, -2.17, 3.59)
O (-2.53, -2.46, -2.20)
C (0.35, -0.73, 0.71)
H (3.32, -3.85, 3.82)
H (-2.20, 2.13, 1.42)

The value obtained for the HOMO-LUMO gap is 7.960 eV. Its multiplicity is 1. For the HOMO energy, the calculation gives -7.57 eV. Its LUMO energy is 0.39 eV.

***

Most stable one: *P*, least stable one: *Q*.

***

*P*
Molecular formula: C3H4N2
Method: DFT, ωB97M-V with the def2-TZVPD basis set

Atoms and positions in Å:
N (-1.16, -0.98, 0.31)
H (1.54, 1.72, -0.18)
H (-1.72, 1.52, 0.16)
N (0.03, -1.31, 0.05)
H (-1.79, -1.46, -0.34)
C (1.14, -0.88, -0.11)
H (2.11, -1.30, 0.13)
C (-0.68, 1.34, 0.05)
C (0.54, 1.35, -0.07)

The value obtained for the HOMO-LUMO gap is 9.924 eV. Its multiplicity is 1. For the HOMO energy, the calculation gives -8.89 eV. Its LUMO energy is 1.03 eV.

***

*Q*
Molecular formula: C3H4N2
Method: DFT, ωB97M-V with the def2-TZVPD basis set

Atoms and positions in Å:
N (0.31, -2.56, -0.04)
N (0.46, 1.06, 0.77)
H (0.09, 1.33, -1.35)
C (0.04, -1.36, 0.13)
H (1.14, -2.56, -0.63)
C (-0.19, -0.10, 0.25)
C (-0.43, 1.16, -0.42)
H (-0.01, 1.40, 1.60)
H (-1.40, 1.64, -0.32)

The value obtained for the HOMO-LUMO gap is 9.674 eV. Its multiplicity is 1. For the HOMO energy, the calculation gives -8.69 eV. Its LUMO energy is 0.98 eV.

***

Most stable one: *Q*, least stable one: *P*.

***

*P*
Molecular formula: C3H4N2
Method: DFT, ωB97M-V with the def2-TZVPD basis set

Atoms and positions in Å:
C (-0.80, 0.62, 0.19)
H (0.20, -0.98, -2.81)
N (1.45, -0.65, 2.30)
H (-1.57, 1.32, -0.31)
H (-0.09, 1.29, 0.56)
C (-0.29, -0.22, -0.82)
C (0.14, -0.50, -1.88)
H (-1.38, 0.12, 0.99)
N (2.34, -1.00, 1.78)

The value obtained for the HOMO-LUMO gap is 11.062 eV. Its multiplicity is 1. For the HOMO energy, the calculation gives -9.94 eV. Its LUMO energy is 1.12 eV.

***

*Q*
Molecular formula: C3H4N2
Method: DFT, ωB97M-V with the def2-TZVPD basis set

Atoms and positions in Å:
C (-0.92, 0.62, -0.05)
N (-1.41, -0.55, 0.04)
H (-2.43, -0.57, 0.04)
C (1.11, -0.38, 0.11)
C (0.53, 0.79, -0.05)
H (1.08, 1.71, -0.11)
H (-1.50, 1.55, -0.09)
H (2.17, -1.65, -0.23)
N (1.31, -1.56, 0.33)

The value obtained for the HOMO-LUMO gap is 9.129 eV. Its multiplicity is 1. For the HOMO energy, the calculation gives -8.60 eV. Its LUMO energy is 0.53 eV.

***

Most stable one: *P*, least stable one: *Q*.